# 1
Below is a cluster of 3 separate species, C3H11NOS2 in total, with properties calculated with ωB97M-V with the def2-TZVPD basis set.

Each line ends with the Mulliken spin population.
Positions of all 18 atoms, in Å:
N  -1.11209  1.44656  -1.50853  0.376
C  0.19103  1.07720  -0.90369  0.067
C  0.74979  -0.14825  -1.53347  0.025
C  0.06155  1.06394  0.68169  0.143
S  -0.81397  2.41551  1.39341  -0.669
S  -0.31630  -2.64029  0.22965  1.021
H  -1.79222  0.67723  -1.47194  0.015
H  -1.52806  2.09825  -0.83670  0.003
H  0.79695  2.02523  -1.06103  0.046
H  1.32978  -0.70103  -0.78483  -0.003
H  0.04280  -0.79927  -2.01964  -0.009
H  1.48462  0.14017  -2.28860  0.005
H  -0.36679  0.08433  0.91957  0.024
H  1.00772  1.17574  1.21790  -0.035
H  -1.30711  -3.48277  0.43886  -0.017
H  0.23138  -1.21900  3.17855  -0.003
H  0.40753  -1.88966  1.83048  -0.022
O  0.93341  -1.32388  2.51831  0.032

LUMO level (spin up / spin down) in hartree: -0.273 / -0.328
ΔE to the lowest compared entry with this formula, charge and spin in kcal/mol: 101.34
E_tot in Eh: -1046.8028
HOMO (spin up / spin down) in eV: -14.2 / -13.8
Multiplicity: 2
Gap between HOMO and LUMO (spin up / spin down) in Ha: 0.2492 / 0.1786
Total charge: +1
<S²>: 1.748

=====

# 2
Below is a structure of composition C37H43GaN6O4S, with properties calculated with ωB97M-V with the def2-TZVPD basis set.

Each line ends with the Mulliken charge.
Positions of all 92 atoms, in Å:
C  1.95748  5.33456  -1.56022  -0.527
C  2.76085  4.90384  -0.23141  -0.448
C  2.86649  3.31564  -0.00811  -0.265
Ga  3.07298  2.18278  -1.71904  -0.228
S  4.65202  3.02832  -3.21883  -0.506
C  1.22842  2.05242  -2.63515  -0.350
C  0.00308  1.80779  -1.64989  -0.500
O  -1.29679  2.16239  -2.29624  -0.311
C  -2.29338  1.97718  -1.30846  0.355
O  -3.22974  2.82107  -1.24904  -0.625
C  3.83154  0.33349  -1.10832  0.323
O  4.92428  0.37988  -0.43606  -0.657
O  3.23201  -0.88223  -1.41450  -0.669
H  0.91457  4.86558  -1.48498  0.081
H  1.88489  6.47090  -1.65577  0.372
H  2.44564  4.94198  -2.52042  -0.050
H  2.12955  5.31386  0.64808  0.158
H  3.78627  5.42572  -0.15073  0.230
H  1.91064  2.97860  0.54620  -0.005
H  3.75291  3.12781  0.69608  0.350
H  4.04864  3.90587  -4.10542  0.005
H  1.03895  3.07453  -3.14027  0.273
H  1.16100  1.25732  -3.46312  0.217
H  0.08092  2.43044  -0.68950  0.289
H  -0.08374  0.67777  -1.43042  0.196
H  -2.22944  1.11189  -0.56904  0.266
N  0.99197  -1.60193  -4.97397  -0.452
C  1.41157  -1.92667  -3.73759  -0.350
C  1.35321  -3.21145  -3.21805  -0.538
C  0.82948  -4.21937  -4.01437  -0.356
C  0.38724  -3.91007  -5.29431  -0.190
C  0.49128  -2.59741  -5.72351  -0.405
H  1.81177  -1.10398  -3.14808  0.715
H  1.70856  -3.41534  -2.21575  0.478
H  0.76591  -5.23704  -3.64221  0.357
H  -0.02814  -4.67197  -5.94284  0.322
H  0.16208  -2.30733  -6.71749  0.416
N  -3.65934  -0.89509  0.59537  -0.231
C  -2.97476  -1.96988  0.17175  -0.471
C  -3.54608  -3.02272  -0.52468  -0.884
C  -4.90462  -2.96770  -0.79820  -0.095
C  -5.63631  -1.86910  -0.37042  -0.524
C  -4.97136  -0.86605  0.31585  -0.290
H  -1.91647  -1.96774  0.41231  0.908
H  -2.94399  -3.86388  -0.84457  0.447
H  -5.38879  -3.77288  -1.34007  0.374
H  -6.69857  -1.79324  -0.56637  0.390
H  -5.49901  0.01477  0.66727  0.402
N  -2.97252  -3.89755  -6.51001  -0.424
C  -3.35548  -2.64188  -6.23216  -0.235
C  -4.00418  -1.81534  -7.13591  -0.511
C  -4.27106  -2.31090  -8.40332  -0.133
C  -3.88401  -3.60572  -8.71784  -0.399
C  -3.24384  -4.35293  -7.74228  -0.183
H  -3.12151  -2.29873  -5.22979  0.478
H  -4.29239  -0.81010  -6.85553  0.367
H  -4.77579  -1.69436  -9.13924  0.353
H  -4.07547  -4.02499  -9.69793  0.340
H  -2.92457  -5.37171  -7.93900  0.350
N  -1.09673  -3.01464  5.55164  -0.663
C  -1.51212  -1.76383  5.82838  -0.125
C  -2.17028  -0.95228  4.91934  -0.670
C  -2.41344  -1.45156  3.64794  0.047
C  -1.99458  -2.73634  3.33519  -0.081
C  -1.34755  -3.47211  4.31495  -0.511
H  -1.29585  -1.41624  6.83365  0.437
H  -2.48442  0.04588  5.19762  0.404
H  -2.92444  -0.84552  2.90770  0.492
H  -2.16712  -3.15704  2.35349  0.319
H  -1.00479  -4.48300  4.11852  0.359
N  3.14858  0.04862  4.93002  -0.338
C  2.01864  -0.66476  5.04783  -0.301
C  1.76824  -1.55122  6.08335  -0.162
C  2.74362  -1.71593  7.05529  -0.504
C  3.92345  -0.99203  6.95741  -0.413
C  4.07475  -0.12804  5.88416  -0.318
H  1.28757  -0.50420  4.26158  0.480
H  0.83472  -2.09779  6.12698  0.487
H  2.58623  -2.40149  7.88125  0.374
H  4.70729  -1.09572  7.69775  0.368
H  4.97805  0.46258  5.76586  0.346
N  0.82273  4.12543  4.28416  -0.534
C  1.76067  3.17293  4.40882  -0.277
C  3.02088  3.39682  4.94010  -0.115
C  3.33528  4.67890  5.36433  -0.368
C  2.38468  5.68297  5.24482  -0.284
C  1.15226  5.35635  4.70374  -0.289
H  1.46894  2.18843  4.06020  0.474
H  3.73682  2.58967  5.01902  0.309
H  4.31191  4.89440  5.78439  0.356
H  2.59639  6.69579  5.56525  0.362
H  0.37476  6.10586  4.59281  0.344

LUMO level in hartree: 0.128
E_tot in Eh: -4388.0853
HOMO in eV: 0.0
Gap between HOMO and LUMO in Ha: 0.1293
Total charge: -2

=====

# 3
Below is a cluster of 2 separate species, C3H7NOS in total, with properties calculated with ωB97M-V with the def2-TZVPD basis set.

Each line ends with the Mulliken charge.
Positions of all 13 atoms, in Å:
C  0.10205  0.84507  1.16175  0.569
C  0.07732  0.83609  -1.88333  -0.674
C  0.24220  -1.45819  1.67436  -0.560
N  -0.39057  -0.24248  -1.17937  -0.439
O  0.40034  -0.05951  1.98211  -0.272
S  -0.01185  2.32711  0.81668  -0.386
H  1.03917  0.95593  -2.15366  0.355
H  -0.56006  1.13262  -2.77089  0.272
H  -0.19501  1.69162  -1.20867  0.116
H  0.15172  -1.70246  0.54020  0.325
H  -0.50922  -2.06334  2.31041  0.256
H  1.11265  -2.09646  1.92636  0.255
H  -1.45873  -0.16599  -1.21595  0.182

LUMO level (spin up / spin down) in hartree: 0.012 / 0.010
ΔE to the lowest compared entry with this formula, charge and spin in kcal/mol: 141.42
E_tot in Eh: -646.4866
HOMO (spin up / spin down) in eV: -7.1 / -8.4
Gap between HOMO and LUMO (spin up / spin down) in Ha: 0.2739 / 0.3183